1.
{"formula": "C45H54N4OP3Pt", "method": "ωB97M-V/def2-TZVPD", "elements": ["Pt", "C", "C", "C", "C", "C", "C", "C", "P", "C", "C", "C", "C", "C", "C", "C", "C", "C", "C", "C", "C", "C", "C", "H", "H", "H", "H", "H", "H", "H", "H", "H", "H", "H", "H", "H", "H", "H", "H", "H", "H", "H", "H", "N", "C", "C", "C", "C", "C", "C", "P", "C", "C", "C", "C", "C", "C", "C", "C", "C", "C", "C", "C", "H", "H", "H", "H", "H", "H", "H", "H", "H", "H", "H", "H", "H", "H", "H", "H", "C", "N", "C", "P", "O", "N", "C", "C", "N", "C", "C", "H", "H", "H", "H", "H", "H", "H", "H", "H", "H", "H", "H", "H", "H", "H", "H", "H", "H"], "positions_angstrom": [[0.395, -0.367, 0.365], [0.992, -1.620, 5.732], [0.527, -0.253, 5.286], [0.362, 0.732, 6.258], [-0.055, 2.017, 5.945], [-0.344, 2.352, 4.630], [-0.195, 1.390, 3.646], [0.245, 0.101, 3.958], [0.469, -1.003, 2.554], [1.990, -1.958, 2.836], [1.952, -3.340, 2.657], [3.097, -4.104, 2.811], [4.289, -3.486, 3.162], [4.325, -2.113, 3.353], [3.189, -1.324, 3.193], [3.293, 0.163, 3.439], [-0.943, -2.157, 2.638], [-1.753, -2.347, 3.748], [-2.942, -3.064, 3.631], [-3.319, -3.544, 2.386], [-2.510, -3.325, 1.274], [-1.307, -2.644, 1.393], [-0.406, -2.352, 0.243], [0.581, -1.845, 6.717], [2.081, -1.652, 5.812], [0.695, -2.414, 5.052], [0.567, 0.476, 7.291], [-0.170, 2.751, 6.733], [-0.675, 3.351, 4.375], [-0.435, 1.631, 2.617], [1.013, -3.827, 2.421], [3.058, -5.176, 2.665], [5.191, -4.072, 3.291], [5.259, -1.632, 3.624], [4.324, 0.490, 3.320], [2.978, 0.420, 4.454], [2.674, 0.742, 2.749], [-1.488, -1.909, 4.702], [-3.570, -3.222, 4.497], [-4.253, -4.081, 2.274], [-2.811, -3.700, 0.301], [-0.882, -2.566, -0.712], [0.559, -2.854, 0.307], [0.132, 0.054, -1.827], [1.308, 0.060, -2.658], [1.227, -0.243, -4.007], [2.378, -0.247, -4.782], [3.606, 0.053, -4.211], [3.685, 0.335, -2.853], [2.536, 0.333, -2.069], [2.483, 0.634, -0.278], [4.192, 0.347, 0.255], [4.999, 1.352, 0.776], [6.328, 1.084, 1.085], [6.853, -0.182, 0.871], [6.045, -1.194, 0.364], [4.718, -0.935, 0.071], [2.325, 2.473, -0.192], [2.947, 3.324, -1.112], [2.765, 4.697, -1.038], [1.967, 5.241, -0.037], [1.347, 4.407, 0.881], [1.517, 3.031, 0.793], [-0.139, 0.986, -1.502], [-0.671, -0.341, -2.299], [0.264, -0.465, -4.454], [2.312, -0.486, -5.836], [4.503, 0.063, -4.817], [4.644, 0.554, -2.401], [4.594, 2.342, 0.946], [6.953, 1.873, 1.484], [7.891, -0.382, 1.102], [6.454, -2.182, 0.196], [4.081, -1.726, -0.312], [3.578, 2.910, -1.890], [3.250, 5.346, -1.757], [1.837, 6.314, 0.026], [0.726, 4.826, 1.664], [1.022, 2.375, 1.495], [-2.194, 4.213, -0.653], [-3.097, 3.362, 0.122], [-4.279, 4.062, 0.614], [-2.995, 1.735, -0.128], [-1.573, 1.280, -0.090], [-3.639, 1.356, -1.602], [-3.416, 0.021, -2.150], [-4.826, 2.017, -2.125], [-3.966, 1.112, 1.065], [-3.331, 1.094, 2.391], [-4.692, -0.131, 0.796], [-2.729, 4.716, -1.465], [-1.384, 3.621, -1.075], [-1.753, 4.977, -0.010], [-4.797, 4.590, -0.194], [-3.979, 4.809, 1.353], [-4.964, 3.363, 1.082], [-2.614, -0.476, -1.604], [-3.148, 0.090, -3.209], [-4.314, -0.600, -2.078], [-5.002, 2.956, -1.607], [-5.719, 1.392, -2.014], [-4.694, 2.232, -3.187], [-2.888, 2.067, 2.605], [-2.551, 0.328, 2.455], [-4.088, 0.884, 3.148], [-5.192, -0.076, -0.167], [-5.458, -0.259, 1.561], [-4.040, -1.012, 0.818]], "gap_ev": 7.15, "spin_multiplicity": 1, "total_charge": 1, "energy_ha": -3184.76028, "e_lumo_ev": -2.41}



2.
{"formula": "C26H48N4OP2S2Sc", "method": "ωB97M-V/def2-TZVPD", "elements": ["Sc", "C", "C", "N", "C", "C", "S", "C", "C", "N", "H", "H", "H", "H", "H", "H", "H", "H", "H", "H", "H", "H", "H", "H", "C", "P", "C", "N", "C", "C", "C", "C", "C", "C", "N", "C", "P", "C", "C", "C", "C", "C", "C", "C", "C", "C", "H", "H", "H", "H", "H", "H", "H", "H", "H", "H", "H", "H", "H", "H", "H", "H", "H", "H", "H", "H", "H", "H", "H", "H", "H", "H", "H", "H", "C", "S", "C", "O", "H", "H", "H", "H", "H", "H"], "positions_angstrom": [[0.134, -1.018, 0.910], [-1.631, -1.783, 3.729], [-2.642, -1.338, 2.665], [-2.242, -1.732, 1.292], [-2.646, -3.110, 0.922], [-1.761, -4.213, 1.494], [0.036, -3.837, 1.383], [0.557, -3.880, 3.146], [0.705, -2.515, 3.832], [-0.230, -1.486, 3.318], [-1.732, -2.853, 3.899], [-1.880, -1.278, 4.670], [-2.720, -0.248, 2.690], [-3.628, -1.743, 2.924], [-2.810, -1.139, 0.680], [-2.622, -3.174, -0.169], [-3.678, -3.304, 1.241], [-1.925, -5.127, 0.917], [-1.994, -4.424, 2.535], [1.512, -4.402, 3.156], [-0.158, -4.520, 3.660], [1.721, -2.140, 3.681], [0.548, -2.668, 4.909], [0.040, -0.632, 3.821], [-3.139, 1.697, 0.300], [-1.343, 1.394, 0.490], [-0.785, 2.115, -1.106], [-1.425, 3.173, -1.528], [-1.067, 3.781, -2.664], [-1.736, 4.926, -3.136], [-1.335, 5.498, -4.315], [-0.258, 4.970, -5.058], [0.430, 3.870, -4.621], [0.042, 3.250, -3.420], [0.671, 2.162, -2.967], [0.290, 1.587, -1.859], [1.197, 0.070, -1.381], [2.885, 0.562, -1.854], [0.673, -1.160, -2.714], [-0.838, -1.339, -2.542], [1.044, -0.707, -4.119], [1.372, -2.475, -2.358], [-0.804, 2.731, 1.718], [-1.340, 4.118, 1.381], [0.727, 2.715, 1.726], [-1.338, 2.284, 3.079], [-3.272, 2.727, -0.034], [-3.666, 1.543, 1.241], [-3.551, 1.027, -0.458], [-2.550, 5.330, -2.555], [-1.846, 6.372, -4.687], [0.023, 5.446, -5.984], [1.262, 3.458, -5.171], [2.840, 1.062, -2.825], [3.526, -0.317, -1.909], [3.282, 1.256, -1.112], [-1.381, -0.437, -2.830], [-1.070, -1.572, -1.480], [-1.202, -2.160, -3.158], [0.657, 0.287, -4.341], [0.628, -1.398, -4.850], [2.123, -0.697, -4.257], [1.170, -2.751, -1.309], [2.447, -2.397, -2.513], [1.011, -3.278, -3.000], [-1.137, 4.395, 0.347], [-0.856, 4.852, 2.023], [-2.412, 4.187, 1.557], [1.129, 3.143, 0.809], [1.115, 1.685, 1.838], [1.100, 3.309, 2.559], [-2.427, 2.265, 3.091], [-1.021, 2.984, 3.848], [-0.952, 1.293, 3.339], [4.821, -1.340, 0.968], [3.412, -2.289, 1.603], [3.576, -3.688, 0.454], [2.143, -1.534, 1.134], [5.716, -1.823, 1.353], [4.786, -0.324, 1.349], [4.843, -1.343, -0.117], [4.437, -4.269, 0.772], [3.728, -3.346, -0.565], [2.689, -4.314, 0.510]], "gap_ev": 6.66, "spin_multiplicity": 1, "total_charge": 3, "energy_ha": -3552.79752, "e_lumo_ev": -9.26}



3.
{"formula": "C13H15CuN9O3S2", "method": "ωB97M-V/def2-TZVPD", "elements": ["Cu", "C", "C", "O", "N", "C", "C", "C", "C", "C", "C", "N", "H", "H", "H", "H", "H", "H", "H", "H", "H", "H", "S", "C", "S", "C", "C", "N", "C", "N", "N", "N", "C", "N", "N", "N", "O", "O", "H", "H", "H", "H", "H"], "positions_angstrom": [[-0.760, -0.600, -0.356], [-1.517, 3.600, 1.538], [-0.844, 2.277, 1.324], [-1.340, 1.446, 0.577], [0.298, 2.004, 2.016], [1.125, 0.835, 1.703], [0.513, -0.399, 2.322], [0.715, -0.588, 3.695], [0.083, -1.619, 4.353], [-0.758, -2.439, 3.588], [-0.932, -2.171, 2.229], [-0.315, -1.156, 1.618], [-1.869, 3.963, 0.574], [-0.942, 4.339, 2.068], [-2.413, 3.423, 2.048], [0.830, 2.772, 2.392], [2.130, 1.016, 2.091], [1.187, 0.743, 0.631], [1.366, 0.107, 4.228], [0.284, -1.817, 5.391], [-1.300, -3.240, 4.050], [-1.628, -2.709, 1.595], [2.361, -0.460, -3.312], [2.015, 0.768, -2.139], [0.356, 0.995, -2.061], [2.936, 1.464, -1.445], [4.334, 1.227, -1.536], [5.476, 1.133, -1.485], [2.481, 2.526, -0.586], [2.131, 3.308, 0.193], [0.453, -2.142, -1.628], [-0.311, -2.603, -2.688], [-1.376, -1.876, -3.036], [-1.817, -1.987, -4.306], [-1.918, -1.124, -2.067], [-2.877, -0.197, -2.486], [-3.645, -0.363, -3.435], [-2.844, 0.819, -1.804], [1.354, -1.766, -1.975], [0.551, -2.858, -0.905], [0.237, -2.997, -3.441], [-1.125, -2.145, -5.025], [-2.685, -1.511, -4.508]], "gap_ev": [8.09, 6.01], "spin_multiplicity": 2, "energy_ha": -3659.64509, "e_lumo_ev": [0.11, -1.87], "s_squared": 0.76}



4.
{"formula": "C26H52O10S", "method": "ωB97M-V/def2-TZVPD", "elements": ["C", "C", "C", "O", "C", "H", "H", "H", "H", "H", "H", "H", "H", "C", "C", "C", "O", "C", "H", "H", "H", "H", "H", "H", "H", "H", "C", "C", "C", "O", "C", "H", "H", "H", "H", "H", "H", "H", "H", "C", "C", "C", "O", "C", "H", "H", "H", "H", "H", "H", "H", "H", "C", "C", "C", "O", "C", "H", "H", "H", "H", "H", "H", "H", "H", "C", "C", "C", "O", "C", "H", "H", "H", "H", "H", "H", "H", "H", "C", "C", "O", "S", "O", "O", "O", "H", "H", "H", "H"], "positions_angstrom": [[2.897, 4.629, -2.542], [2.191, 3.643, -1.619], [3.067, 2.417, -1.736], [3.687, 2.489, -3.036], [3.309, 3.712, -3.692], [3.699, 5.101, -1.968], [2.313, 5.464, -2.939], [1.209, 3.467, -2.068], [2.120, 4.075, -0.627], [2.502, 1.495, -1.634], [3.907, 2.467, -1.036], [2.432, 3.449, -4.290], [4.090, 4.154, -4.306], [3.410, -2.621, -0.775], [4.352, -1.482, -1.163], [4.004, -1.198, -2.643], [2.723, -1.787, -2.849], [2.774, -3.006, -2.116], [2.636, -2.230, -0.116], [3.902, -3.425, -0.232], [5.404, -1.760, -1.106], [4.142, -0.606, -0.552], [4.734, -1.571, -3.368], [3.943, -0.120, -2.812], [3.418, -3.763, -2.575], [1.783, -3.444, -2.004], [-0.573, 2.020, -4.311], [0.476, 0.948, -4.615], [0.634, 1.047, -6.135], [-0.664, 1.451, -6.599], [-1.505, 1.819, -5.506], [-0.057, 2.980, -4.387], [-1.001, 1.885, -3.320], [0.118, -0.062, -4.414], [1.457, 1.128, -4.166], [0.832, 0.026, -6.467], [1.358, 1.758, -6.531], [-2.161, 0.966, -5.285], [-2.131, 2.651, -5.817], [-4.142, -2.948, -0.522], [-4.235, -1.460, -0.218], [-5.693, -1.299, 0.210], [-6.098, -2.534, 0.751], [-5.173, -3.561, 0.452], [-3.105, -3.221, -0.304], [-4.376, -3.234, -1.547], [-4.022, -0.899, -1.128], [-3.605, -1.202, 0.632], [-6.335, -0.912, -0.588], [-5.729, -0.523, 0.985], [-5.586, -4.491, 0.056], [-4.601, -3.892, 1.327], [0.381, 0.615, 5.982], [1.384, 0.507, 4.859], [1.666, 1.987, 4.543], [1.045, 2.769, 5.577], [-0.122, 2.058, 5.994], [0.860, 0.450, 6.953], [-0.412, -0.132, 6.002], [0.906, 0.079, 3.976], [2.322, -0.021, 5.011], [1.372, 2.377, 3.562], [2.718, 2.267, 4.642], [-0.952, 2.285, 5.315], [-0.424, 2.361, 6.994], [-1.328, -2.453, 4.474], [-2.292, -1.322, 4.697], [-3.550, -1.714, 3.861], [-3.273, -2.987, 3.293], [-1.857, -3.167, 3.247], [-1.357, -3.181, 5.292], [-0.286, -2.141, 4.388], [-1.889, -0.393, 4.275], [-2.444, -1.025, 5.734], [-3.656, -1.007, 3.035], [-4.405, -1.764, 4.532], [-1.452, -2.771, 2.302], [-1.708, -4.248, 3.214], [-0.812, -0.087, -0.803], [0.581, -0.644, -0.439], [1.255, 0.465, 0.113], [0.220, 1.432, 0.903], [0.819, 2.725, 1.000], [-0.274, 0.805, 2.097], [-0.841, 1.250, -0.333], [-1.582, -0.642, -0.263], [-1.024, -0.206, -1.863], [1.174, -1.084, -1.236], [0.507, -1.430, 0.321]], "gap_ev": 9.71, "spin_multiplicity": 1, "smiles": "O=S1(=O)OCCO1.C1CCOC1.C1CCOC1.C1CCOC1.C1CCOC1.C1CCOC1.C1CCOC1", "energy_ha": -2172.28503, "e_lumo_ev": 0.27}



5.
{"formula": "C6H8N2", "method": "ωB97M-V/def2-TZVPD", "elements": ["C", "C", "C", "C", "C", "C", "H", "H", "H", "H", "H", "H", "H", "H", "N", "N"], "positions_angstrom": [[1.340, -0.371, 0.259], [0.653, 0.123, -0.850], [1.402, 0.069, -1.982], [-1.513, 0.428, 0.163], [-1.193, -0.531, 1.237], [-0.843, -0.920, 2.346], [1.064, -1.218, 0.999], [2.303, -0.629, -0.315], [1.652, 0.428, 1.053], [1.058, 0.359, -3.187], [2.651, 0.211, -1.688], [-1.310, 0.756, -1.777], [-3.273, 0.683, 0.920], [-0.682, -0.938, 3.571], [-0.673, 0.452, -0.914], [-2.637, 1.098, 0.166]], "gap_ev": 8.65, "spin_multiplicity": 1, "smiles": "[H]/N=C(\\C#C)NC(=C)C", "energy_ha": -342.70353, "e_lumo_ev": 0.40}



Question: Number 4 is which compound?
Answer: C26H52O10S